No. 1
Entry from OMol25: one molecule with the formula C2H5ClFOPS (ωB97M-V/def2-TZVPD).

```
12
Properties=species:S:1:pos:R:3:forces:R:3:lowdin_charge:R:1
C -1.8510 0.3253 -0.8820 -0.17 0.06 1.51 -0.11
O -0.7698 -0.4910 -0.3564 -0.18 -0.38 0.88 -0.44
P 0.7135 0.0713 -0.2415 0.11 2.02 -0.71 0.38
S 0.6785 2.5638 -0.8290 0.35 -3.66 1.02 -0.05
Cl 1.7139 -1.1634 -1.5419 -0.10 0.59 0.38 0.31
C 1.3198 -0.6505 1.4344 -1.30 2.40 0.15 -0.35
F 2.6579 -0.6140 1.5530 0.83 0.31 -0.14 -0.06
H -2.8592 0.1187 -0.4694 0.99 -0.53 0.17 0.11
H -1.8482 0.1830 -1.9084 -0.17 -0.14 -2.00 0.07
H -1.5661 1.3168 -0.6310 -0.20 1.12 -0.12 -0.03
H 0.9933 -1.6207 1.6428 -0.73 -1.83 -0.49 0.07
H 0.8173 -0.0393 2.2293 0.59 0.02 -0.66 0.11
```
Positions in Å, forces in eV/Å.

Properties
Relative energy (zero: lowest compared OMol25 entry of this formula, charge and spin): 51.0 kcal per mole
Gap between HOMO and LUMO: 7.58 eV
E_HOMO: -8.7 eV
LUMO level: -0.042 Eh
SMILES string: CO[P@](=S)(Cl)CF

---

No. 2
Entry from OMol25: C5H12NS as an isolated structure (ωB97M-V/def2-TZVPD).

```
19
Properties=species:S:1:pos:R:3:forces:R:3:lowdin_charge:R:1
C -1.0332 -1.1482 -0.9586 -2.06 -2.55 0.56 -0.34
N -0.8755 0.0967 -0.1398 2.02 0.44 -1.70 -0.01
C 0.2682 0.3385 -0.7431 -1.49 0.37 0.97 -0.27
C 1.5995 -0.3061 -0.4011 0.42 0.40 0.18 -0.61
S 3.0437 0.7675 -0.6445 -0.61 -0.36 -0.02 0.64
C 1.0964 2.3228 2.0391 0.68 -0.55 -0.70 -0.05
C -2.4526 -1.7468 -0.6868 0.55 0.22 0.28 -0.10
H -1.0384 -1.0606 -2.0712 0.56 0.30 0.50 0.12
H -0.3858 -1.9896 -0.6424 0.30 0.50 -0.38 0.11
H 0.8000 3.2674 2.4696 -0.09 0.10 0.15 0.02
H 0.3013 1.0507 -1.5811 0.39 0.48 0.09 0.11
H 1.5723 -0.6332 0.6370 -0.03 -0.10 0.08 0.08
H 1.7609 -1.2047 -0.9973 0.05 -0.04 -0.26 0.07
H 1.0959 2.3875 0.9460 -0.29 0.20 0.10 -0.01
H 0.4620 1.4921 2.3310 -0.20 0.11 0.12 0.02
H 2.1321 2.0740 2.2850 -0.10 0.17 0.32 0.02
H -2.6045 -1.8964 0.3844 0.12 0.07 -0.07 0.07
H -3.2339 -1.0902 -1.0468 -0.12 0.11 -0.15 0.06
H -2.5084 -2.7216 -1.1793 -0.10 0.13 -0.07 0.07
```
Positions in Å, forces in eV/Å.

Properties
Relative energy (zero: lowest compared OMol25 entry of this formula, charge and spin): 80.1 kcal per mole
Multiplicity: 2
Gap between HOMO and LUMO (spin up / spin down): 7.84 / 5.57 eV
E_HOMO (spin up / spin down): -8.0 / -7.9 eV
LUMO level (spin up / spin down): -0.005 / -0.086 Eh

---

No. 3
Entry from OMol25: one molecule with the formula C6H9N3S2 (ωB97M-V/def2-TZVPD).

```
20
Properties=species:S:1:pos:R:3:forces:R:3:lowdin_charge:R:1
C -2.5478 1.7164 0.2837 -1.82 -2.00 1.37 -0.07
N -1.4448 0.8459 0.0001 -0.51 -1.79 -0.48 -0.15
C -1.5840 -0.5115 -0.1204 4.63 0.13 -1.82 -0.73
S -2.8318 -1.4760 0.0299 -0.46 -0.61 0.15 0.72
N -0.0671 -0.8926 -0.7698 -2.98 0.96 1.13 -0.01
N 0.6488 0.3037 -0.6299 -1.74 1.76 -0.08 -0.11
C -0.1727 1.3544 -0.1450 2.02 -1.83 -1.30 -0.76
S 0.2807 2.9072 0.1023 0.34 0.21 0.11 0.69
C 2.0704 0.0941 -0.3250 -0.63 -0.46 -0.64 -0.13
C 2.0209 -1.2281 0.4204 -1.77 -0.08 0.07 -0.12
C 0.8299 -1.9622 -0.2969 -1.05 1.94 2.91 -0.13
H -3.2830 1.3232 1.0583 1.00 -0.04 -1.32 0.12
H -2.0526 2.4587 0.7426 1.17 3.24 1.77 -0.02
H -3.0464 2.1514 -0.5475 -0.40 -0.21 -1.07 0.10
H 2.2024 0.9301 0.2818 1.36 1.40 1.09 0.06
H 2.8305 0.0579 -1.1856 -1.63 0.24 0.88 0.16
H 1.9358 -1.1977 1.5340 -0.39 0.38 -0.97 0.13
H 2.8869 -1.7407 0.2252 2.21 -1.42 -0.36 0.07
H 1.0562 -2.5996 -1.0683 1.01 -1.22 -2.00 0.09
H 0.2677 -2.5345 0.4101 -0.35 -0.59 0.56 0.10
```
Positions in Å, forces in eV/Å.

Properties
Relative energy (zero: lowest compared OMol25 entry of this formula, charge and spin): 41.9 kcal per mole
Gap between HOMO and LUMO: 8.20 eV
E_HOMO: -8.1 eV
LUMO level: 0.005 Eh
SMILES string: Cn1c(=S)n2n(c1=S)CCC2

---

No. 4
Entry from OMol25: C2H9ClN2PtS3Sb as an isolated structure (ωB97M-V/def2-TZVPD).

```
19
Properties=species:S:1:pos:R:3:forces:R:3:lowdin_charge:R:1
Pt -0.1986 -0.7212 -3.4275 0.01 -0.01 0.03 0.10
S 0.1750 0.6703 -5.1993 -0.03 0.07 -0.02 -0.19
Sb 1.1339 1.9458 -3.3927 -0.01 -0.07 -0.03 0.32
S 1.9733 -0.2836 -2.8350 0.06 0.00 0.02 -0.15
S -0.8715 1.3802 -2.1775 -0.01 -0.02 -0.03 -0.16
N 0.6354 0.0996 2.8553 0.02 0.00 0.00 0.00
C -0.5698 0.5489 2.1599 0.00 0.00 -0.01 -0.26
C -0.8300 -0.3662 0.9776 -0.07 0.00 0.03 -0.20
N 0.3760 -0.4113 0.1252 0.09 0.12 -0.21 0.05
H 1.0298 0.8325 3.4286 0.00 0.00 0.00 0.07
H 1.2090 -0.5111 0.7070 0.00 0.02 0.02 0.14
H 0.4397 -0.6871 3.4620 0.00 0.00 0.00 0.08
H -0.3968 1.5633 1.7947 -0.01 0.00 -0.01 0.12
H -1.4661 0.5799 2.7863 0.00 0.00 0.00 0.12
H -1.6576 -0.0177 0.3623 0.02 -0.01 0.00 0.10
H -1.0441 -1.3861 1.2970 0.01 0.00 0.01 0.12
H 0.2978 -1.1792 -0.5707 0.01 -0.16 0.11 -0.07
H 0.4343 0.4365 -0.4701 -0.09 -0.07 0.10 -0.01
Cl -0.6697 -2.4937 -1.8830 -0.01 0.13 -0.02 -0.17
```
Positions in Å, forces in eV/Å.

Properties
Multiplicity: 2
Gap between HOMO and LUMO (spin up / spin down): 6.42 / 6.81 eV
E_HOMO (spin up / spin down): -7.5 / -8.1 eV
LUMO level (spin up / spin down): -0.041 / -0.045 Eh

---

No. 5
Entry from OMol25: C23H37O3Yb as an isolated structure (ωB97M-V/def2-TZVPD).

```
64
Properties=species:S:1:pos:R:3:forces:R:3:lowdin_charge:R:1
O 0.3373 0.2586 -7.0753 0.00 0.22 -1.42 -0.14
C 0.2039 1.5864 -7.6603 0.11 0.18 0.31 -0.15
C 0.1573 1.0484 -9.0952 -0.05 -0.23 0.71 -0.07
H 1.0839 2.2067 -7.4381 -0.32 -0.08 0.10 0.12
H -0.7213 2.0711 -7.3191 0.29 -0.01 0.00 0.12
C 0.2745 -0.3388 -8.4083 0.10 -0.08 -0.59 -0.57
H 1.0226 1.3208 -9.6994 -0.23 0.00 -0.10 0.11
H -0.7966 1.2324 -9.5966 0.32 -0.07 -0.12 0.11
C 1.5505 -1.0935 -8.7158 0.09 -0.07 0.11 -0.02
H 2.4357 -0.4602 -8.5780 -0.21 -0.12 0.03 0.09
H 1.5292 -1.4347 -9.7536 0.04 -0.03 0.04 0.09
H 1.6294 -1.9722 -8.0617 0.06 0.19 -0.13 0.09
C -0.9439 -1.2162 -8.6040 -0.09 -0.08 -0.02 -0.02
H -1.8713 -0.6821 -8.3580 0.24 -0.15 0.04 0.09
H -0.8604 -2.1262 -7.9998 -0.13 0.15 -0.02 0.09
H -0.9959 -1.5137 -9.6609 -0.01 0.04 0.23 0.09
Yb -0.1363 -0.2676 -0.0094 -0.23 0.01 1.66 1.75
C -2.7081 -0.4858 0.8749 0.34 0.70 -0.12 -0.21
C -2.4286 0.9205 0.8674 -0.33 -0.58 -0.25 -0.20
C -2.3187 1.3423 -0.4815 -0.08 -0.30 0.20 -0.21
H -2.3507 1.5632 1.7412 0.13 -0.29 -0.34 0.09
C -2.5669 0.2172 -1.3169 0.10 -0.49 0.41 -0.22
C -2.7804 -0.9213 -0.4758 0.24 0.59 -0.35 -0.20
H -3.0243 -1.9246 -0.8152 0.04 0.22 0.08 0.09
H -2.8987 -1.0945 1.7571 0.14 0.17 -0.30 0.09
H -2.1320 2.3657 -0.8160 -0.11 -0.39 0.13 0.09
H -2.6751 0.2335 -2.4013 0.19 -0.02 0.35 0.09
C 1.5010 -2.1675 1.0972 0.02 0.11 -0.40 -0.21
C 0.6516 -2.8570 0.1856 0.06 0.14 0.23 -0.21
C 1.0229 -2.4749 -1.1353 0.05 0.52 0.05 -0.23
H -0.1151 -3.5929 0.4576 0.44 0.35 -0.18 0.10
C 2.0745 -1.5139 -1.0383 -0.27 -0.24 0.62 -0.22
C 2.3587 -1.3124 0.3484 -0.39 -0.48 -0.43 -0.20
H 3.1254 -0.6560 0.7535 -0.24 -0.16 -0.08 0.10
H 1.5418 -2.3146 2.1784 -0.15 0.21 -0.56 0.08
H 0.6323 -2.8997 -2.0589 0.01 0.18 0.28 0.09
H 2.6213 -1.0637 -1.8651 -0.24 -0.07 0.21 0.09
O 0.3088 0.7732 -2.1189 0.09 0.20 -0.03 -0.32
C 0.0243 -0.0989 -3.2567 0.41 0.26 0.10 -0.19
C -0.2869 0.8313 -4.3974 -0.35 0.14 0.07 -0.16
H -0.7940 -0.7916 -3.0111 0.33 0.34 0.13 0.11
H 0.9311 -0.6769 -3.4796 -0.15 0.06 0.18 0.12
C 0.5447 2.0914 -4.1024 0.48 -0.22 -0.13 -0.14
H -1.3605 1.0594 -4.4603 0.22 -0.01 0.14 0.12
H 0.0213 0.3421 -5.3166 -0.27 0.28 0.22 0.08
C 0.6857 2.1201 -2.5761 -0.37 -0.49 0.16 -0.13
H 0.0942 3.0095 -4.4993 0.10 -0.25 0.15 0.12
H 1.5435 1.9787 -4.5565 -0.33 0.09 0.10 0.12
H -0.0087 2.8401 -2.1151 0.26 -0.32 -0.01 0.12
H 1.7138 2.3032 -2.2337 -0.34 0.04 -0.10 0.13
C -0.4739 1.5732 3.9700 -0.08 0.24 0.07 -0.05
C 0.2627 0.3891 3.3409 0.10 0.12 -0.33 -0.74
C 1.7181 0.4157 3.8123 0.11 0.03 0.23 -0.05
C -0.4215 -0.9005 3.8047 -0.07 -0.23 0.14 -0.04
O 0.2414 0.5059 1.9467 -0.15 -0.38 -1.32 -0.37
H -0.3994 1.5419 5.0635 -0.02 0.03 -0.12 0.08
H -1.5367 1.5625 3.7017 0.18 -0.02 0.05 0.06
H -0.0364 2.5162 3.6193 -0.08 -0.17 0.03 0.08
H 1.7810 0.2665 4.8984 0.06 0.06 -0.15 0.08
H 2.3088 -0.3614 3.3211 -0.11 -0.01 0.01 0.06
H 2.1655 1.3842 3.5611 -0.06 -0.13 0.05 0.08
H -1.4530 -0.9614 3.4380 0.18 0.16 0.06 0.06
H 0.0999 -1.7946 3.4481 -0.05 0.20 0.09 0.06
H -0.4467 -0.9326 4.9011 -0.02 -0.07 -0.14 0.08
```
Positions in Å, forces in eV/Å.

Properties
Relative energy (zero: lowest compared OMol25 entry of this formula, charge and spin): 0.0 kcal per mole
Multiplicity: 2
Gap between HOMO and LUMO (spin up / spin down): 7.79 / 7.79 eV
E_HOMO (spin up / spin down): -7.4 / -7.4 eV
LUMO level (spin up / spin down): 0.013 / 0.013 Eh

---

No. 6
Entry from OMol25: one molecule with the formula C3H7NO (ωB97M-V/def2-TZVPD).

```
12
Properties=species:S:1:pos:R:3:forces:R:3:lowdin_charge:R:1
C -0.0300 -0.9531 1.1144 -0.82 -0.54 -0.48 -0.10
C 0.7514 0.1229 0.3713 1.21 -0.34 0.45 -0.17
C 0.3202 0.4673 -1.0312 -0.03 0.37 0.21 -0.57
N -1.0012 0.7550 -1.1744 -0.51 0.05 -0.17 0.15
O 1.0883 0.5585 -1.9650 0.14 -0.19 -0.08 0.05
H -0.0527 -0.7702 2.1830 -0.07 -0.03 0.09 0.07
H -1.0535 -1.0609 0.7315 -0.05 0.54 0.33 0.06
H 0.3086 -1.9746 0.9456 0.66 0.11 0.03 0.07
H 1.8223 -0.1153 0.3473 -0.26 -0.29 -0.35 0.12
H 0.7945 1.0308 0.9644 -0.56 0.42 0.01 0.11
H -1.6489 0.8563 -0.4103 0.26 -0.12 0.01 0.10
H -1.2989 1.0833 -2.0767 0.02 0.01 -0.04 0.11
```
Positions in Å, forces in eV/Å.

Properties
Relative energy (zero: lowest compared OMol25 entry of this formula, charge and spin): 5.3 kcal per mole
Gap between HOMO and LUMO: 10.65 eV
E_HOMO: -9.8 eV
LUMO level: 0.033 Eh
SMILES string: CCC(N)=O